Entry 1:
Molecular formula: C7H16OSi
Method: DFT, wB97M-V/def2-TZVPD

Bonds (Å) are listed after each position.
Positions of all 25 atoms, in Å:
1 C 1.576 0.056 1.366  C2 1.507, C3 1.493, H10 1.080, H11 1.079
2 C 0.678 0.602 0.287  C1 1.507, C3 1.497, Si9 1.896, H12 1.301
3 C 0.214 0.562 1.710  C1 1.493, C2 1.497, C4 1.511, O8 1.402
4 C 0.021 1.821 2.522  C3 1.511, H13 1.091, H14 1.086, H15 1.090
5 C 0.301 -2.327 -0.935  Si9 1.910, H16 1.087, H17 1.087, H18 1.086
6 C 0.532 0.220 -2.741  Si9 1.914, H19 1.086, H20 1.086, H21 1.085
7 C -1.999 -0.194 -1.008  Si9 1.914, H22 1.085, H23 1.086, H24 1.086
8 O -0.713 -0.446 2.012  C3 1.402, H25 0.964
9 Si -0.105 -0.465 -1.072  C2 1.896, C5 1.910, C6 1.914, C7 1.914
10 H 1.718 -1.013 1.397  C1 1.080
11 H 2.437 0.624 1.685  C1 1.079
12 H 1.070 1.736 -0.215  C2 1.301
13 H -0.938 2.279 2.277  C4 1.091
14 H 0.813 2.537 2.321  C4 1.086
15 H 0.024 1.579 3.586  C4 1.090
16 H -0.537 -2.890 -0.532  C5 1.087
17 H 0.545 -2.748 -1.907  C5 1.087
18 H 1.151 -2.503 -0.282  C5 1.086
19 H 1.178 -0.487 -3.252  C6 1.086
20 H -0.298 0.440 -3.406  C6 1.086
21 H 1.096 1.139 -2.613  C6 1.085
22 H -2.466 -0.486 -1.943  C7 1.085
23 H -2.469 -0.772 -0.218  C7 1.086
24 H -2.234 0.854 -0.843  C7 1.086
25 H -1.595 -0.119 1.802  O8 0.964

Computed properties:
Energy above the lowest of the compared OMol25 structures with the same formula, charge and spin: 37.2 kcal per mole
E_HOMO: -0.35061 Ha
Energy: -641.0274 hartree
E_LUMO: 0.84 eV
Structure (SMILES): C[C@]1(O)C[C@H]1[Si](C)(C)C
Charge: 0


Entry 2:
Molecular formula: C3H4NPS
Method: DFT, wB97M-V/def2-TZVPD

Bonds (Å) are listed after each position.
Positions of all 10 atoms, in Å:
1 C 1.589 -0.439 1.496  P5 1.817, S6 1.743, H7 1.094
2 C -0.376 -0.010 -0.124  C3 1.478, N4 1.266, S6 1.752
3 C -1.056 0.667 -1.248  C2 1.478, H8 1.092, H9 1.014, H10 1.112
4 N -0.681 -1.037 0.549  C2 1.266, P5 1.637
5 P 0.306 -1.714 1.667  C1 1.817, N4 1.637
6 S 1.204 0.671 0.208  C1 1.743, C2 1.752
7 H 2.582 -0.492 1.953  C1 1.094
8 H -0.892 1.747 -1.265  C3 1.092
9 H -2.029 0.437 -1.082  C3 1.014
10 H -0.646 0.170 -2.154  C3 1.112

Computed properties:
Energy above the lowest of the compared OMol25 structures with the same formula, charge and spin: 0.0 kcal per mole
E_HOMO: -0.31580 Ha
Energy: -910.9886 hartree
E_LUMO: 0.18 eV
Structure (SMILES): Cc1npcs1
Charge: 0


Entry 3:
Molecular formula: C16H41N8O13P
Method: DFT, wB97M-V/def2-TZVPD

Bonds (Å) are listed after each position.
Positions of all 79 atoms, in Å:
1 C 5.851 -1.147 -0.954  C2 1.539, H15 1.089, H16 1.091, H17 1.088
2 C 4.323 -1.050 -1.118  C1 1.539, C3 1.537, H18 1.091, H19 1.091
3 C 3.754 0.370 -0.977  C2 1.537, N4 1.477, H20 1.091, H21 1.097
4 N 3.020 0.816 -2.178  C3 1.477, P5 1.723, H22 1.013
5 P 1.679 -0.151 -2.664  N4 1.723, C6 1.865, H23 1.417
6 C 0.211 0.964 -2.377  P5 1.865, C7 1.543, H24 1.091, H25 1.091
7 C -0.916 0.251 -1.600  C6 1.543, C8 1.527, H26 1.094, H27 1.094
8 C -2.085 -0.223 -2.459  C7 1.527, C9 1.526, H28 1.094, H29 1.092
9 C -3.362 -0.343 -1.631  C8 1.526, N10 1.474, H30 1.095, H31 1.088
10 N -3.224 -1.228 -0.462  C9 1.474, C11 1.457, C12 1.392
11 C -2.658 -2.534 -0.774  N10 1.457, H32 1.093, H33 1.090, H34 1.091
12 C -2.837 -0.608 0.722  N10 1.392, C13 1.516, O14 1.219
13 C -1.699 -1.190 1.538  C12 1.516, H35 1.090, H36 1.086, H37 1.090
14 O -3.405 0.394 1.122  C12 1.219
15 H 6.346 -1.358 -1.901  C1 1.089
16 H 6.274 -0.221 -0.562  C1 1.091
17 H 6.130 -1.950 -0.275  C1 1.088
18 H 3.848 -1.695 -0.379  C2 1.091
19 H 4.030 -1.445 -2.092  C2 1.091
20 H 4.577 1.074 -0.841  C3 1.091
21 H 3.127 0.442 -0.080  C3 1.097
22 H 2.751 1.785 -2.059  N4 1.013
23 H 1.775 0.037 -4.065  P5 1.417
24 H -0.150 1.326 -3.340  C6 1.091
25 H 0.572 1.808 -1.789  C6 1.091
26 H -0.466 -0.590 -1.065  C7 1.094
27 H -1.298 0.932 -0.833  C7 1.094
28 H -1.858 -1.168 -2.962  C8 1.094
29 H -2.277 0.499 -3.255  C8 1.092
30 H -4.189 -0.716 -2.245  C9 1.095
31 H -3.659 0.638 -1.264  C9 1.088
32 H -1.601 -2.527 -1.051  C11 1.093
33 H -2.773 -3.178 0.098  C11 1.090
34 H -3.248 -2.976 -1.578  C11 1.091
35 H -0.996 -0.375 1.711  C13 1.090
36 H -1.170 -2.021 1.081  C13 1.086
37 H -2.081 -1.509 2.508  C13 1.090
38 C -0.841 3.860 2.140  N39 1.487, H42 1.082, H43 1.086, H44 1.084
39 N 0.440 3.404 1.538  C38 1.487, O40 1.213, O41 1.215
40 O 1.471 3.945 1.879  N39 1.213
41 O 0.358 2.510 0.718  N39 1.215
42 H -0.625 4.624 2.874  C38 1.082
43 H -1.444 4.246 1.323  C38 1.086
44 H -1.320 2.994 2.581  C38 1.084
45 C -1.219 -5.935 0.319  N46 1.490, H49 1.083, H50 1.086, H51 1.086
46 N -0.110 -5.864 -0.673  C45 1.490, O47 1.212, O48 1.213
47 O 0.547 -6.865 -0.860  N46 1.212
48 O 0.053 -4.799 -1.230  N46 1.213
49 H -1.244 -6.936 0.732  C45 1.083
50 H -1.014 -5.189 1.082  C45 1.086
51 H -2.136 -5.689 -0.207  C45 1.086
52 C -3.424 0.376 4.943  N53 1.488, H56 1.083, H57 1.086, H58 1.087
53 N -1.991 0.366 4.544  C52 1.488, O54 1.212, O55 1.214
54 O -1.380 -0.678 4.615  N53 1.212
55 O -1.536 1.420 4.147  N53 1.214
56 H -3.693 -0.622 5.265  C52 1.083
57 H -3.529 1.106 5.740  C52 1.086
58 H -3.988 0.694 4.069  C52 1.087
59 C -0.406 8.152 4.379  N60 1.490, H63 1.083, H64 1.086, H65 1.086
60 N -1.745 7.556 4.110  C59 1.490, O61 1.215, O62 1.211
61 O -1.791 6.376 3.821  N60 1.215
62 O -2.702 8.292 4.197  N60 1.211
63 H 0.341 7.378 4.261  C59 1.083
64 H -0.271 8.962 3.669  C59 1.086
65 H -0.431 8.547 5.391  C59 1.086
66 C 9.506 -5.111 -0.658  N67 1.490, H70 1.083, H71 1.086, H72 1.086
67 N 8.657 -3.927 -0.345  C66 1.490, O68 1.212, O69 1.214
68 O 8.466 -3.116 -1.224  N67 1.212
69 O 8.212 -3.861 0.783  N67 1.214
70 H 9.826 -5.033 -1.690  C66 1.083
71 H 10.343 -5.095 0.032  C66 1.086
72 H 8.898 -5.994 -0.485  C66 1.086
73 C -6.605 1.310 -4.428  N74 1.489, H77 1.083, H78 1.086, H79 1.086
74 N -5.134 1.106 -4.543  C73 1.489, O75 1.213, O76 1.213
75 O -4.736 0.205 -5.250  N74 1.213
76 O -4.430 1.860 -3.904  N74 1.213
77 H -7.098 0.568 -5.044  C73 1.083
78 H -6.858 1.205 -3.377  C73 1.086
79 H -6.814 2.323 -4.760  C73 1.086

Computed properties:
E_HOMO: -0.29212 Ha
Energy: -2391.1640 hartree
E_LUMO: 0.12 eV
Structure (SMILES): CCCNPCCCCN(C)C(C)=O.C[N+](=O)[O-].C[N+](=O)[O-].C[N+](=O)[O-].C[N+](=O)[O-].C[N+](=O)[O-].C[N+](=O)[O-]
Charge: 0


Entry 4:
Molecular formula: C42H35N7O14
Method: DFT, wB97M-V/def2-TZVPD

Bonds (Å) are listed after each position.
Positions of all 98 atoms, in Å:
1 C 18.737 22.865 5.254  C2 1.391, C6 1.395, H10 1.080
2 C 19.234 22.686 3.967  C1 1.391, C3 1.412, H11 1.080
3 C 20.612 22.438 3.783  C2 1.412, C4 1.401, H12 1.080
4 C 21.405 22.415 4.938  C3 1.401, C5 1.416, N7 1.541
5 C 20.924 22.782 6.218  C4 1.416, C6 1.385, H13 1.080
6 C 19.564 22.992 6.371  C1 1.395, C5 1.385, H14 1.080
7 N 22.905 22.084 4.811  C4 1.541, O8 1.206, O9 1.226
8 O 23.366 21.516 3.852  N7 1.206
9 O 23.594 22.526 5.724  N7 1.226
10 H 17.670 23.030 5.263  C1 1.080
11 H 18.544 22.901 3.164  C2 1.080
12 H 20.971 22.145 2.808  C3 1.080
13 H 21.563 22.792 7.089  C5 1.080
14 H 19.192 22.977 7.385  C6 1.080
15 C 21.042 28.374 1.117  C16 1.345, C20 1.457, H24 1.080
16 C 22.375 28.538 1.048  C15 1.345, C17 1.396, H25 1.080
17 C 23.105 28.938 2.168  C16 1.396, C18 1.387, H26 1.080
18 C 22.485 29.144 3.392  C17 1.387, C19 1.377, N21 1.496
19 C 21.167 28.829 3.639  C18 1.377, C20 1.436, H27 1.080
20 C 20.442 28.520 2.438  C15 1.457, C19 1.436, H28 1.080
21 N 23.282 29.668 4.545  C18 1.496, O22 1.205, O23 1.244
22 O 22.765 29.527 5.624  N21 1.205
23 O 24.338 30.297 4.354  N21 1.244
24 H 20.416 28.188 0.257  C15 1.080
25 H 23.011 28.392 0.187  C16 1.080
26 H 24.165 29.143 2.169  C17 1.080
27 H 20.669 28.822 4.597  C19 1.080
28 H 19.409 28.297 2.661  C20 1.080
29 C 20.534 24.210 -0.700  C30 1.392, C34 1.367, H38 1.080
30 C 21.395 24.942 -1.512  C29 1.392, C31 1.419, H39 1.080
31 C 21.809 24.436 -2.771  C30 1.419, C32 1.375, H40 1.080
32 C 21.299 23.206 -3.110  C31 1.375, C33 1.442, N35 1.445
33 C 20.244 22.577 -2.354  C32 1.442, C34 1.407, H41 1.080
34 C 19.842 23.106 -1.113  C29 1.367, C33 1.407, H42 1.080
35 N 21.911 22.452 -4.180  C32 1.445, O36 1.229, O37 1.237
36 O 23.129 22.314 -4.258  N35 1.229
37 O 21.057 21.923 -4.902  N35 1.237
38 H 20.376 24.534 0.318  C29 1.080
39 H 22.030 25.763 -1.213  C30 1.080
40 H 22.618 24.808 -3.382  C31 1.080
41 H 19.905 21.597 -2.655  C33 1.080
42 H 19.023 22.635 -0.590  C34 1.080
43 C 12.969 30.609 4.262  C44 1.411, C48 1.418, H52 1.080
44 C 13.773 30.006 3.272  C43 1.411, C45 1.442, H53 1.080
45 C 13.224 28.883 2.555  C44 1.442, C46 1.367, H54 1.080
46 C 11.896 28.581 2.671  C45 1.367, C47 1.389, N49 1.498
47 C 11.133 29.071 3.724  C46 1.389, C48 1.399, H55 1.080
48 C 11.715 30.023 4.568  C43 1.418, C47 1.399, H56 1.080
49 N 11.412 27.413 1.868  C46 1.498, O50 1.235, O51 1.232
50 O 11.915 27.086 0.789  N49 1.235
51 O 10.367 26.911 2.286  N49 1.232
52 H 13.363 31.412 4.867  C43 1.080
53 H 14.817 30.256 3.151  C44 1.080
54 H 13.832 28.452 1.773  C45 1.080
55 H 10.203 28.562 3.931  C47 1.080
56 H 11.224 30.359 5.469  C48 1.080
57 C 7.289 25.991 8.157  C58 1.337, C62 1.353, H66 1.080
58 C 7.354 25.887 6.826  C57 1.337, C59 1.427, H67 1.080
59 C 8.593 26.031 6.134  C58 1.427, C60 1.406, H68 1.080
60 C 9.766 26.162 6.898  C59 1.406, C61 1.394, N63 1.442
61 C 9.674 26.137 8.289  C60 1.394, C62 1.405, H69 1.080
62 C 8.410 26.118 8.903  C57 1.353, C61 1.405, H70 1.080
63 N 11.069 26.244 6.286  C60 1.442, O64 1.236, O65 1.211
64 O 11.146 26.323 5.055  N63 1.236
65 O 12.063 26.298 6.975  N63 1.211
66 H 6.375 26.052 8.730  C57 1.080
67 H 6.526 25.807 6.137  C58 1.080
68 H 8.529 26.082 5.057  C59 1.080
69 H 10.579 26.275 8.862  C61 1.080
70 H 8.398 26.254 9.974  C62 1.080
71 C 22.652 26.059 4.584  C72 1.355, C76 1.389, H80 1.080
72 C 22.876 25.613 3.325  C71 1.355, C73 1.397, H81 1.080
73 C 24.179 25.285 2.942  C72 1.397, C74 1.400, H82 1.080
74 C 25.217 25.308 3.882  C73 1.400, C75 1.449, N77 1.544
75 C 24.923 25.744 5.233  C74 1.449, C76 1.420, H83 1.080
76 C 23.611 26.157 5.585  C71 1.389, C75 1.420, H84 1.080
77 N 26.576 24.739 3.422  C74 1.544, O78 1.213, O79 1.229
78 O 26.743 24.546 2.237  N77 1.213
79 O 27.451 24.660 4.281  N77 1.229
80 H 21.674 26.474 4.779  C71 1.080
81 H 22.194 25.747 2.498  C72 1.080
82 H 24.213 24.841 1.958  C73 1.080
83 H 25.737 25.849 5.935  C75 1.080
84 H 23.333 26.636 6.512  C76 1.080
85 C 14.080 25.723 3.480  C86 1.421, C90 1.382, H94 1.080
86 C 14.795 24.970 2.510  C85 1.421, C87 1.386, H95 1.080
87 C 16.176 25.032 2.414  C86 1.386, C88 1.440, H96 1.080
88 C 16.866 25.807 3.412  C87 1.440, C89 1.388, N91 1.483
89 C 16.142 26.615 4.277  C88 1.388, C90 1.335, H97 1.080
90 C 14.808 26.569 4.295  C85 1.382, C89 1.335, H98 1.080
91 N 18.338 25.634 3.459  C88 1.483, O92 1.226, O93 1.199
92 O 18.826 25.192 2.425  N91 1.226
93 O 18.939 25.968 4.442  N91 1.199
94 H 13.011 25.569 3.452  C85 1.080
95 H 14.276 24.382 1.767  C86 1.080
96 H 16.729 24.385 1.750  C87 1.080
97 H 16.614 27.283 4.983  C89 1.080
98 H 14.299 27.118 5.074  C90 1.080

Computed properties:
Energy above the lowest of the compared OMol25 structures with the same formula, charge and spin: 76.3 kcal per mole
E_HOMO: -0.35344 Ha
Energy: -3057.3668 hartree
E_LUMO: -1.22 eV
Structure (SMILES): O=[N+]([O-])c1ccccc1.O=[N+]([O-])c1ccccc1.O=[N+]([O-])c1ccccc1.O=[N+]([O-])c1ccccc1.O=[N+]([O-])c1ccccc1.O=[N+]([O-])c1ccccc1.O=[N+]([O-])c1ccccc1
Charge: 0